Entry 1:
Below is one molecule with the formula C6H6F2O2, with properties calculated with ωB97M-V with the def2-TZVPD basis set.

```
! RIJCOSX wB97M-V def2-TZVPD def2/J DEFGRID3
* xyz 0 1
O 2.85861 1.03013 -0.02085
C 1.55534 0.57951 -0.12807
C 1.15890 -0.98307 0.10840
F 2.06607 -1.91119 -0.10727
C -0.21101 -1.41935 -0.16179
C -1.36165 -0.37570 0.07853
O -2.07515 -0.56859 1.29736
F -2.29214 -0.71495 -0.97226
C -0.82688 1.03145 -0.03597
C 0.41500 1.40140 -0.09595
H 3.01953 1.95354 0.13668
H -0.26653 -1.63855 -1.28369
H -0.17793 -2.29514 0.33221
H -3.00101 -0.38191 1.08710
H -1.58404 1.77927 -0.13112
H 0.72290 2.51315 -0.10329
*
```

Output
SMILES string   OC1=C(F)C[C@](O)(F)C=C1
DFT total energy   -15845.6434 eV
Energy above the lowest of the compared OMol25 structures with the same formula, charge and spin   41.3 kcal per mole
HOMO energy (spin up / spin down)   -7.68 / -7.89 eV

Atom charges from the Mulliken analysis, given in e for atoms 1 to 4: -0.515, 0.473, 0.226, -0.272

Entry 2:
Below is one molecule with the formula C4H8N2, with properties calculated with ωB97M-V with the def2-TZVPD basis set.

```
! RIJCOSX wB97M-V def2-TZVPD def2/J DEFGRID3
* xyz 0 1
N 1.85474 -0.68463 -0.19526
C 0.49508 -0.29919 -0.10951
C -0.43895 -0.54939 1.05688
C -0.18152 0.85844 0.57134
C -0.97115 1.05491 -0.71220
N -0.23362 -0.05699 -1.34066
H 1.94577 -1.63849 -0.52854
H 2.31197 -0.59893 0.70403
H -1.41431 -0.99302 0.90398
H 0.02752 -0.81787 1.99362
H 0.20463 1.64475 1.19531
H -2.05428 0.92554 -0.62736
H -0.75137 1.98819 -1.23241
H -0.79453 -0.83332 -1.67921
*
```

Output
SMILES string   N[C@@]12C[C@@H]1CN2
DFT total energy   -7255.8650 eV
Energy above the lowest of the compared OMol25 structures with the same formula, charge and spin   46.4 kcal per mole
HOMO energy   -8.40 eV

Atom charges from the Mulliken analysis, given in e for atoms 1 to 4: -0.587, 0.448, -0.748, -0.319

Entry 3:
Below is one molecule with the formula C4H6N2O, with properties calculated with ωB97M-V with the def2-TZVPD basis set.

```
! RIJCOSX wB97M-V def2-TZVPD def2/J DEFGRID3
* xyz 0 1
N -2.28699 -0.02296 0.20082
C -0.89014 0.17363 0.19933
C -0.14591 1.31935 0.30437
C 1.23792 0.95274 0.18762
C 1.27662 -0.40097 0.02864
O 2.30885 -1.27977 -0.15006
N -0.01903 -0.87778 0.02741
H -2.70666 0.46807 -0.58044
H -2.51029 -1.00401 0.10395
H -0.54658 2.31788 0.41599
H 2.09845 1.61063 0.21104
H 2.44545 -1.36192 -1.10282
H -0.24590 -1.85698 0.10552
*
```

Output
SMILES string   Nc1ccc(O)[nH]1
DFT total energy   -9272.4421 eV
Energy above the lowest of the compared OMol25 structures with the same formula, charge and spin   24.4 kcal per mole
HOMO energy   -7.45 eV

Atom charges from the Mulliken analysis, given in e for atoms 1 to 4: -0.561, 0.112, -0.486, -0.438

Entry 4:
Below is a 2-piece molecular cluster, C5H11N overall, with properties calculated with ωB97M-V with the def2-TZVPD basis set.

```
! RIJCOSX wB97M-V def2-TZVPD def2/J DEFGRID3
* xyz 0 1
C -1.43438 0.82850 0.60361
C -1.68003 -0.46429 0.71058
C -1.86103 -1.36796 -0.45338
H -1.41012 1.38847 1.53450
H -1.09212 1.31463 -0.29552
H -1.87098 -0.85312 1.69859
H -1.08070 -2.11358 -0.65174
H -2.72188 -2.03974 -0.37750
H -1.98347 -0.82116 -1.38401
C 1.79304 1.73422 -0.18573
C 2.21723 0.48714 -0.30917
N 1.57905 -0.68396 0.17336
H 0.97729 2.05556 0.43858
H 2.44705 2.52950 -0.50693
H 3.12332 0.33812 -0.89585
H 0.75133 -0.89812 -0.36221
H 2.24641 -1.43422 0.26283
*
```

Output
SMILES string   C=CC.C=CN
DFT total energy   -6851.6025 eV
Energy above the lowest of the compared OMol25 structures with the same formula, charge and spin   44.4 kcal per mole
HOMO energy   -8.63 eV

Atom charges from the Mulliken analysis, given in e for atoms 1 to 4: -0.835, 0.150, -1.163, 0.233

Entry 5:
Below is a 3-piece molecular cluster, C12H18F2O9Si overall, with properties calculated with ωB97M-V with the def2-TZVPD basis set.

```
! RIJCOSX wB97M-V def2-TZVPD def2/J DEFGRID3
* xyz 0 1
O -1.61149 -2.74490 -1.12995
C -1.02570 -1.69158 -1.23156
C 0.43634 -1.55466 -1.51555
Si 1.36350 -0.94066 0.02559
C 1.93021 0.82851 -0.28497
C 0.80840 1.85440 -0.54472
C -0.31598 1.93524 0.49016
C 0.04015 2.34659 1.90501
O -0.76470 2.30494 2.79572
O 1.26883 2.91015 2.11318
H -1.57914 -0.73892 -1.09192
H 0.56708 -0.81740 -2.31473
H 0.81199 -2.53352 -1.82925
H 2.52888 -1.80268 0.29611
H 0.41975 -0.95629 1.16888
H 2.62469 1.15466 0.49998
H 2.54591 0.78007 -1.19423
H 0.34782 1.59739 -1.50571
H 1.24683 2.84975 -0.67261
H -0.88753 1.00675 0.56678
H -1.03332 2.70235 0.16835
H 1.97645 2.27187 1.94822
O -6.78828 2.30853 3.24250
C -5.76221 2.11438 3.79948
O -4.56528 2.61840 3.42490
C -3.59714 2.30326 4.43443
C -4.23449 1.11135 5.11282
F -3.98178 1.07294 6.44449
O -5.61691 1.33406 4.90877
H -3.51542 3.14010 5.13002
H -2.63318 2.09723 3.98088
H -3.96425 0.14571 4.68179
O 2.38161 -0.42988 -3.83429
C 2.79679 -1.51013 -4.09249
O 2.79317 -2.06599 -5.32229
C 3.51386 -3.30154 -5.26439
C 3.43208 -3.64803 -3.79199
F 4.54630 -4.26698 -3.34330
O 3.33092 -2.37049 -3.18402
H 4.54958 -3.13302 -5.56210
H 3.05364 -4.03748 -5.91652
H 2.56201 -4.24446 -3.51149
*
```

Output
SMILES string   O=CC[SiH2]CCCC(=O)O.O=C1OC[C@@H](F)O1.O=C1OC[C@@H](F)O1
DFT total energy   -44476.0339 eV
HOMO energy   -10.01 eV

Atom charges from the Mulliken analysis, given in e for atoms 1 to 4: -0.513, -0.105, -0.128, 0.318